Entry 1:
C25H22ClO3Tb as an isolated structure at a distorted geometry. Source: the OMol25 dataset; level of theory: wB97M-V/def2-TZVPD.

Summary:
Total charge: 0
Expectation value of S²: 12.6213
LUMO level (alpha / beta) (eV): -1.65 / -1.63
Molecular weight (g/mol): 564.8
Largest force on an atom (eV/A): 4.5
2S+1: 7

```
52
Properties=species:S:1:pos:R:3:lowdin_charge:R:1
C -0.987 -2.526 1.308 -0.161
C -1.379 -1.523 2.226 -0.171
C -2.241 -0.605 1.529 -0.234
H -1.160 -1.517 3.292 0.107
C -2.355 -1.057 0.169 -0.261
C -1.573 -2.250 0.034 -0.192
H -1.576 -2.902 -0.837 0.106
H -0.482 -3.446 1.575 0.113
H -2.796 0.219 1.975 0.093
H -2.961 -0.653 -0.641 0.096
C 1.562 1.069 -1.543 -0.213
C 2.277 -0.132 -1.264 -0.190
C 1.455 -1.248 -1.636 -0.192
H 3.309 -0.179 -0.918 0.097
C 0.258 -0.721 -2.234 -0.221
C 0.339 0.703 -2.206 -0.227
H -0.344 1.361 -2.763 0.101
H 1.884 2.087 -1.297 0.101
H 1.765 -2.292 -1.635 0.107
H -0.503 -1.292 -2.747 0.098
Tb 0.014 -0.104 0.317 1.647
O -0.796 1.817 -0.094 -0.322
C -1.490 2.905 0.532 -0.154
C -2.500 2.395 -0.407 0.030
H -1.778 2.730 1.592 0.137
H -1.033 3.859 0.295 0.126
H -3.127 1.614 -0.020 0.113
H -4.990 2.067 -1.485 0.120
C -4.398 2.834 -1.985 0.000
C -3.018 3.000 -1.607 -0.185
C -2.249 3.911 -2.331 -0.016
H -1.208 4.002 -2.053 0.122
C -2.835 4.670 -3.332 -0.064
H -2.188 5.342 -3.881 0.111
C -4.188 4.587 -3.629 -0.054
H -4.614 5.240 -4.381 0.111
C -4.969 3.638 -2.956 -0.067
H -6.019 3.551 -3.234 0.113
Cl 7.166 -4.746 2.504 0.675
C 5.651 -3.959 2.515 -0.705
C 4.805 -4.096 3.637 -0.097
C 3.615 -3.351 3.674 -0.010
C 3.210 -2.536 2.581 -0.118
C 4.080 -2.427 1.492 -0.018
C 5.296 -3.130 1.443 -0.100
C 1.998 -1.622 2.663 -0.562
O 1.570 -1.407 3.805 0.028
O 1.525 -1.083 1.575 -0.239
H 5.098 -4.721 4.486 0.104
H 3.016 -3.350 4.592 0.118
H 3.864 -1.721 0.691 0.095
H 6.000 -3.007 0.614 0.104
```

Entry 2:
A 2-piece molecular cluster, C25H22F3NO3 overall at a distorted geometry. Source: the OMol25 dataset; level of theory: wB97M-V/def2-TZVPD.

Summary:
Energy relative to the best compared isomer or geometry (same formula, charge and spin) (kJ/mol): 26.48
Total charge: 0
LUMO level (eV): -1.47
Molecular weight (g/mol): 441.4
Largest force on an atom (eV/A): 2.7

```
54
Properties=species:S:1:pos:R:3:lowdin_charge:R:1
C 6.951 -2.111 0.235 -0.061
O 5.848 -2.671 0.971 -0.086
C 4.672 -1.993 0.897 -0.274
C 3.560 -2.689 1.396 0.002
C 2.304 -2.138 1.304 -0.014
C 2.097 -0.835 0.773 -0.172
C 0.757 -0.251 0.641 -0.082
C -0.333 -1.114 0.436 -0.036
C -1.697 -0.769 0.348 -0.041
C -2.803 -1.707 0.458 -0.215
C -4.119 -1.185 0.517 -0.022
C -5.209 -2.036 0.621 -0.075
C -5.021 -3.426 0.648 -0.073
C -3.723 -3.961 0.593 -0.072
C -2.618 -3.109 0.502 -0.014
C 0.567 1.201 0.708 -0.158
C 1.419 2.039 1.501 -0.024
C 1.232 3.404 1.564 0.005
C 0.187 4.011 0.824 -0.261
O 0.151 5.372 0.861 -0.085
C -0.853 6.008 0.044 -0.061
C -0.645 3.229 0.010 0.009
C -0.422 1.865 -0.036 -0.025
C 3.245 -0.135 0.337 -0.018
C 4.527 -0.684 0.386 0.002
H 7.764 -2.801 0.443 0.094
H 6.713 -2.049 -0.838 0.104
H 7.171 -1.097 0.596 0.087
H 3.795 -3.660 1.838 0.127
H 1.471 -2.716 1.711 0.118
H -0.113 -2.178 0.364 0.096
H -1.994 0.259 0.526 0.110
H -4.253 -0.107 0.431 0.122
H -6.214 -1.617 0.636 0.106
H -5.889 -4.087 0.707 0.105
H -3.571 -5.042 0.572 0.104
H -1.610 -3.524 0.409 0.106
H 2.237 1.577 2.061 0.118
H 1.896 4.102 2.092 0.125
H -0.758 7.057 0.319 0.092
H -0.654 5.851 -1.028 0.101
H -1.856 5.622 0.281 0.097
H -1.375 3.671 -0.675 0.107
H -1.020 1.306 -0.744 0.060
H 3.138 0.871 -0.065 0.121
H 5.413 -0.139 0.057 0.104
H -0.881 -0.508 -1.909 0.120
N -1.954 -0.416 -1.800 0.071
C -2.364 0.603 -2.592 -0.414
C -3.058 0.255 -4.040 -0.479
F -2.216 0.704 -5.023 0.100
F -3.330 -1.051 -4.291 0.110
F -4.230 0.957 -4.170 0.098
O -2.332 1.839 -2.404 0.039
```

Entry 3:
One molecule with the formula C25H22N2O4S at a distorted geometry. Source: the OMol25 dataset; level of theory: wB97M-V/def2-TZVPD.

Summary:
Total charge: 0
SMILES: CCOC(=O)c1c(NC(=O)c2c(-c3ccccc3)noc2C)sc(C)c1-c1ccccc1
LUMO level (eV): 0.38
Molecular weight (g/mol): 446.5
Largest force on an atom (eV/A): 1.3

```
54
Properties=species:S:1:pos:R:3:lowdin_charge:R:1
C -4.426 -3.435 0.858 -0.053
C -4.044 -2.902 -0.516 -0.202
O -3.542 -1.573 -0.424 0.002
C -2.234 -1.416 -0.217 -0.411
O -1.445 -2.352 -0.179 0.066
C -1.828 -0.028 -0.084 -0.093
C -0.489 0.319 -0.070 -0.415
N 0.552 -0.565 -0.129 0.128
C 1.848 -0.129 -0.092 -0.400
O 2.084 1.065 -0.010 -0.012
C 2.871 -1.174 -0.134 0.000
C 4.293 -0.972 -0.043 -0.179
C 5.056 0.270 0.030 -0.165
C 6.086 0.374 0.961 -0.025
C 6.830 1.536 1.046 -0.082
C 6.560 2.596 0.196 -0.087
C 5.550 2.487 -0.745 -0.073
C 4.798 1.330 -0.833 -0.030
N 4.904 -2.126 -0.017 0.133
O 3.963 -3.096 -0.100 0.029
C 2.746 -2.550 -0.167 -0.227
C 1.610 -3.499 -0.265 0.010
S -0.230 2.014 0.004 1.192
C -1.959 2.288 0.026 -0.490
C -2.479 3.679 0.113 -0.089
C -2.671 1.130 -0.016 -0.187
C -4.140 1.069 0.059 -0.197
C -4.927 1.600 -0.955 -0.029
C -6.307 1.540 -0.873 -0.080
C -6.913 0.956 0.226 -0.092
C -6.133 0.434 1.246 -0.083
C -4.755 0.491 1.164 -0.033
H -4.864 -4.424 0.759 0.078
H -5.146 -2.769 1.326 0.070
H -3.543 -3.502 1.490 0.078
H -3.286 -3.543 -0.979 0.119
H -4.920 -2.831 -1.165 0.128
H 0.261 -1.541 -0.169 0.097
H 6.289 -0.460 1.615 0.112
H 7.622 1.615 1.776 0.102
H 7.139 3.505 0.265 0.101
H 5.345 3.309 -1.415 0.104
H 4.018 1.249 -1.573 0.115
H 1.021 -3.320 -1.163 0.096
H 0.948 -3.420 0.597 0.094
H 2.010 -4.509 -0.303 0.096
H -3.544 3.671 0.332 0.079
H -1.957 4.231 0.894 0.075
H -2.320 4.207 -0.828 0.081
H -4.452 2.050 -1.815 0.122
H -6.911 1.950 -1.669 0.102
H -7.990 0.908 0.290 0.099
H -6.604 -0.017 2.108 0.102
H -4.145 0.089 1.960 0.125
```

Entry 4:
C25H22N4O2PtS as an isolated structure. Source: the OMol25 dataset; level of theory: wB97M-V/def2-TZVPD.

Summary:
Energy relative to the best compared isomer or geometry (same formula, charge and spin) (kJ/mol): 52.17
Total charge: +2
Expectation value of S²: 6.0842
LUMO level (alpha / beta) (eV): -7.38 / -10.43
Molecular weight (g/mol): 637.6
Largest force on an atom (eV/A): 0.8
2S+1: 5

```
55
Properties=species:S:1:pos:R:3:lowdin_charge:R:1
Pt -0.553 1.097 0.183 1.360
O -4.530 0.637 1.228 0.132
C -3.375 0.505 0.916 -0.571
O -2.485 1.424 0.756 -0.191
C -2.873 -0.941 0.668 -0.116
C -3.745 -2.007 0.911 0.091
C -3.279 -3.288 0.690 0.088
C -1.962 -3.480 0.242 -0.120
C -1.407 -4.762 0.013 0.111
C -0.086 -4.910 -0.422 0.026
C 0.705 -3.794 -0.631 0.022
C 0.184 -2.517 -0.424 0.120
C -1.151 -2.339 0.014 -0.176
N -1.638 -1.101 0.228 0.129
H -4.746 -1.789 1.256 0.146
H -3.920 -4.146 0.860 0.146
H -2.023 -5.637 0.192 0.150
H 0.325 -5.896 -0.596 0.138
H 1.730 -3.918 -0.952 0.135
H 0.791 -1.638 -0.597 0.109
S 3.864 0.222 0.666 1.131
C 3.520 0.205 -1.036 -0.434
C 4.410 -0.084 -2.055 -0.060
C 3.955 -0.066 -3.365 -0.025
C 2.612 0.237 -3.650 -0.042
C 1.715 0.529 -2.653 -0.020
C 2.149 0.524 -1.310 -0.306
N 1.410 0.761 -0.218 -0.113
C 2.166 0.579 0.966 -0.516
C 1.511 0.594 2.165 -0.241
C 2.106 0.383 3.455 -0.019
C 1.337 0.533 4.571 -0.050
C -0.030 0.871 4.475 -0.025
C -0.643 1.054 3.220 -0.088
C 0.093 0.896 2.083 -0.223
H 5.442 -0.315 -1.827 0.126
H 4.640 -0.287 -4.171 0.124
H 2.278 0.237 -4.680 0.122
H 0.687 0.757 -2.889 0.082
H 3.155 0.122 3.515 0.110
H 1.780 0.405 5.550 0.122
H -0.619 0.981 5.374 0.118
H -1.692 1.318 3.187 0.106
N -0.319 3.489 0.104 -0.004
C -1.086 3.982 -1.049 -0.215
C -0.930 3.034 -2.227 -0.217
N -1.410 1.690 -1.829 -0.075
H -0.667 3.883 0.971 0.110
H 0.665 3.721 0.023 0.106
H -0.765 4.981 -1.352 0.132
H -2.137 4.039 -0.763 0.129
H 0.118 2.963 -2.523 0.110
H -1.497 3.423 -3.074 0.132
H -1.388 1.061 -2.625 0.094
H -2.391 1.777 -1.566 0.094
```

- What is the total charge in the second record?
  0

- largest force on an atom of number 3 (C25H22N2O4S)?
  1.3 eV/A